1.
Molecular formula: C26H53IN3O10
Method: DFT, ωB97M-V/def2-TZVPD

Properties
Total energy = -60853.83637 eV

```
! RIJCOSX wB97M-V def2-TZVPD def2/J DEFGRID3
* xyz 1 1
C 1.58 -3.85 1.04
C 3.00 -4.10 0.26
C 3.27 -2.95 -0.91
C 3.82 -1.57 -0.20
C 3.55 -0.20 -1.10
C 2.60 0.85 -0.22
C 1.08 0.23 -0.28
C 0.36 0.08 1.21
C -1.26 0.43 1.15
C -2.06 -0.98 0.80
C -1.94 -1.24 -0.81
N -2.94 -2.21 -1.39
C -4.24 -1.87 -1.74
N -5.13 -2.97 -2.36
N -4.73 -0.44 -1.50
C -5.81 -0.40 -0.42
C -5.53 0.69 0.78
O -5.45 0.21 2.05
I -5.23 2.85 0.51
H 0.86 -3.14 0.44
H 1.07 -4.89 1.21
H 1.85 -3.35 2.09
H 2.92 -5.14 -0.30
H 3.96 -4.05 0.97
H 2.24 -2.82 -1.47
H 4.11 -3.38 -1.60
H 4.96 -1.68 0.11
H 3.20 -1.43 0.81
H 2.99 -0.53 -2.11
H 4.52 0.37 -1.41
H 2.58 1.87 -0.84
H 3.00 1.00 0.87
H 0.36 0.79 -1.04
H 1.16 -0.88 -0.70
H 0.43 -1.07 1.54
H 0.94 0.70 2.02
H -1.47 1.21 0.28
H -1.61 0.94 2.15
H -3.19 -0.80 1.09
H -1.67 -1.88 1.46
H -2.03 -0.23 -1.42
H -0.86 -1.69 -1.03
H -2.61 -3.21 -1.54
H -5.56 -2.61 -3.26
H -4.52 -3.77 -2.70
H -5.21 -0.19 -2.41
H -6.84 -0.10 -0.94
H -5.87 -1.50 0.03
C 7.61 4.68 0.23
C 6.95 3.69 1.17
O 7.17 2.35 0.72
C 8.37 1.81 1.02
O 9.27 2.36 1.64
O 8.42 0.56 0.50
C 9.67 -0.10 0.69
H 7.27 4.51 -0.80
H 7.36 5.71 0.52
H 8.70 4.57 0.23
H 5.87 3.85 1.18
H 7.31 3.82 2.20
H 9.97 -0.10 1.74
H 10.44 0.38 0.07
H 9.56 -1.14 0.37
C 3.95 1.98 3.41
C 4.73 2.82 4.41
O 4.11 4.11 4.57
C 3.05 4.14 5.41
O 2.58 3.19 6.03
O 2.57 5.41 5.43
C 1.40 5.57 6.23
H 3.81 2.52 2.47
H 4.47 1.04 3.21
H 2.95 1.75 3.79
H 5.74 3.00 4.02
H 4.84 2.31 5.37
H 1.55 5.19 7.24
H 0.55 5.08 5.75
H 1.18 6.64 6.30
C -10.24 -1.28 -2.82
C -9.94 -2.71 -3.20
O -10.38 -2.99 -4.54
C -9.55 -2.57 -5.53
O -8.48 -2.00 -5.38
O -10.13 -2.87 -6.72
C -9.39 -2.42 -7.85
H -11.30 -1.05 -2.98
H -10.00 -1.09 -1.77
H -9.67 -0.57 -3.44
H -10.48 -3.39 -2.54
H -8.87 -2.94 -3.09
H -8.35 -2.77 -7.81
H -9.43 -1.33 -7.91
H -9.85 -2.84 -8.75
*
```

***

2.
Molecular formula: C26H53N3O6
Method: DFT, ωB97M-V/def2-TZVPD

Properties
Total energy = -44557.29349 eV
SMILES string = C#CCN(CC[C@H](C)CCC=C(C)C)C(=O)O.COCCNCCOC.COCCNCCOC

```
! RIJCOSX wB97M-V def2-TZVPD def2/J DEFGRID3
* xyz 0 1
C -0.80 -3.18 1.76
C -0.68 -3.33 0.34
C -0.89 -3.33 -1.29
N -0.20 -2.19 -2.02
C -0.23 -0.89 -1.25
C -1.75 -0.34 -0.89
C -2.12 1.09 -1.64
C -2.46 2.31 -0.56
C -3.53 0.91 -2.53
C -4.80 0.50 -1.54
C -5.51 -0.92 -2.01
C -6.59 -1.46 -1.14
C -6.22 -2.46 0.13
C -8.14 -1.00 -1.50
C -0.76 -1.99 -3.42
O 0.10 -1.63 -4.42
O -2.18 -2.14 -3.82
H -1.06 -2.87 2.88
H -0.39 -4.33 -1.69
H -2.04 -3.44 -1.54
H 0.50 -0.89 -0.30
H 0.23 -0.07 -1.98
H -2.59 -1.14 -1.04
H -1.72 -0.11 0.29
H -1.24 1.51 -2.31
H -1.51 2.93 -0.26
H -3.24 3.06 -1.06
H -2.99 1.88 0.40
H -3.84 1.94 -3.04
H -3.39 0.15 -3.42
H -5.60 1.38 -1.53
H -4.47 0.35 -0.42
H -5.16 -1.50 -2.97
H -5.47 -3.33 -0.17
H -7.20 -2.95 0.61
H -5.68 -1.81 0.96
H -8.67 -1.72 -2.27
H -8.07 0.06 -2.01
H -8.76 -0.92 -0.50
H -2.45 -3.12 -3.80
C 4.20 -5.73 6.31
O 5.17 -4.98 5.58
C 5.67 -5.66 4.42
C 5.11 -5.05 3.13
N 3.68 -5.35 2.97
C 3.00 -4.53 1.95
C 3.05 -3.00 2.10
O 2.29 -2.49 3.20
C 2.92 -2.60 4.46
H 4.08 -5.25 7.29
H 3.24 -5.72 5.80
H 4.53 -6.76 6.47
H 5.50 -6.74 4.47
H 6.76 -5.51 4.43
H 5.66 -5.46 2.27
H 5.29 -3.98 3.17
H 3.21 -5.20 3.85
H 1.95 -4.84 1.96
H 3.40 -4.81 0.97
H 2.58 -2.58 1.20
H 4.07 -2.60 2.11
H 4.01 -2.46 4.40
H 2.68 -3.56 4.91
H 2.52 -1.83 5.12
C 0.04 8.18 -1.22
O 0.89 7.90 -2.32
C 2.29 7.95 -1.99
C 2.89 6.54 -1.94
N 2.41 5.78 -0.78
C 2.67 4.34 -0.84
C 2.12 3.55 -2.04
O 0.69 3.42 -2.07
C 0.00 4.57 -2.54
H -0.97 8.38 -1.61
H -0.03 7.33 -0.54
H 0.37 9.07 -0.67
H 2.48 8.51 -1.07
H 2.77 8.50 -2.81
H 3.98 6.61 -1.89
H 2.63 6.04 -2.88
H 1.40 5.92 -0.69
H 2.23 3.91 0.07
H 3.75 4.18 -0.77
H 2.50 2.53 -1.96
H 2.49 3.92 -3.00
H 0.55 5.08 -3.34
H -0.20 5.24 -1.71
H -0.96 4.25 -2.94
*
```

***

3.
Molecular formula: C26H54AsFeO6SSi3Te
Method: DFT, ωB97M-V/def2-TZVPD

Properties
Total energy = -177112.49382 eV
Relative energy (zero: lowest compared OMol25 entry of this formula, charge and spin) = 0.0 kJ/mol

```
! RIJCOSX wB97M-V def2-TZVPD def2/J DEFGRID3
* xyz 0 6
Fe 0.03 0.24 0.52
O 0.21 -1.79 4.60
As -0.58 -0.96 3.23
O -1.34 -2.18 2.46
O 0.70 -0.32 2.34
C -1.33 0.51 4.27
C -1.27 0.45 5.65
C -1.66 1.54 6.41
C -2.10 2.70 5.80
C -2.15 2.78 4.42
C -1.76 1.68 3.66
S -1.96 1.75 1.90
O -2.20 0.33 1.56
O -3.06 2.62 1.60
O -0.69 2.15 1.25
H 0.43 -2.67 4.27
H -0.91 -0.46 6.13
H -1.63 1.48 7.49
H -2.41 3.55 6.39
H -2.49 3.67 3.90
C 1.45 3.72 -1.28
C 1.80 2.32 -1.81
C 2.87 2.44 -2.90
C 0.51 1.74 -2.41
Si 2.38 1.17 -0.33
C 3.46 2.10 1.00
C 4.60 2.89 0.36
C 4.04 1.08 1.99
C 2.55 3.05 1.81
C 3.18 -0.51 -0.93
C 2.35 -1.09 -2.08
C 3.16 -1.54 0.21
C 4.62 -0.32 -1.41
H 1.00 4.31 -2.08
H 2.33 4.25 -0.92
H 0.72 3.65 -0.47
H 2.53 3.13 -3.68
H 3.08 1.48 -3.37
H 3.81 2.83 -2.49
H 0.16 2.39 -3.22
H -0.27 1.72 -1.65
H 0.64 0.74 -2.81
H 5.26 2.25 -0.23
H 5.20 3.37 1.14
H 4.23 3.68 -0.30
H 4.79 0.45 1.51
H 3.26 0.46 2.42
H 4.54 1.62 2.80
H 2.20 3.89 1.21
H 3.11 3.45 2.66
H 1.68 2.51 2.19
H 1.31 -1.23 -1.76
H 2.74 -2.08 -2.36
H 2.36 -0.46 -2.97
H 2.17 -1.63 0.65
H 3.85 -1.28 1.01
H 3.46 -2.52 -0.17
H 4.69 0.40 -2.23
H 5.03 -1.27 -1.77
H 5.27 0.03 -0.60
C 0.50 -4.17 -0.29
Si -0.88 -4.19 -1.57
C -2.41 -4.93 -0.75
C -0.35 -5.18 -3.09
C -1.27 -2.43 -2.16
Te -1.79 -1.32 -0.37
C -2.67 0.30 -1.49
Si -4.54 0.00 -1.62
C -4.87 -1.75 -2.27
C -5.31 0.17 0.09
C -5.22 1.24 -2.88
H 0.67 -5.18 0.11
H 0.22 -3.53 0.56
H 1.45 -3.81 -0.70
H -2.21 -5.95 -0.41
H -3.27 -4.96 -1.43
H -2.68 -4.33 0.12
H -0.13 -6.22 -2.84
H 0.54 -4.74 -3.54
H -1.15 -5.18 -3.84
H -2.13 -2.43 -2.82
H -0.43 -1.98 -2.70
H -2.18 0.39 -2.46
H -2.51 1.21 -0.91
H -4.43 -2.49 -1.60
H -4.46 -1.90 -3.27
H -5.95 -1.94 -2.32
H -4.93 -0.63 0.73
H -6.40 0.09 0.06
H -5.04 1.12 0.54
H -4.76 1.09 -3.86
H -5.03 2.27 -2.57
H -6.30 1.12 -3.01
*
```

***

4.
Molecular formula: C26H54Cl2N2O3P2Ti
Method: DFT, ωB97M-V/def2-TZVPD

Properties
Total energy = -103704.80842 eV

```
! RIJCOSX wB97M-V def2-TZVPD def2/J DEFGRID3
* xyz -1 2
Ti -0.43 -0.29 0.16
Cl -2.45 -0.55 1.36
P -2.11 -0.44 -1.91
C -3.70 0.55 -1.78
C -1.34 0.23 -3.47
C -2.78 -2.09 -2.42
C -3.63 1.61 -0.67
H -4.41 -0.22 -1.45
C -4.23 1.24 -3.04
H -3.61 2.10 -3.34
H -5.22 1.64 -2.78
H -4.34 0.57 -3.90
H -3.50 1.13 0.31
H -4.56 2.20 -0.64
H -2.78 2.31 -0.81
H -3.41 -2.35 -1.55
C -1.70 -3.18 -2.57
C -3.69 -2.01 -3.66
H -4.62 -1.47 -3.46
H -3.96 -3.02 -3.99
H -3.19 -1.51 -4.51
H -0.78 -2.97 -2.00
H -1.44 -3.34 -3.62
H -2.10 -4.13 -2.18
C -0.70 1.57 -3.10
H -2.15 0.39 -4.19
C -0.30 -0.72 -4.08
H -1.42 2.36 -2.85
H -0.09 1.95 -3.93
H -0.04 1.43 -2.24
H 0.36 -1.12 -3.30
H 0.34 -0.15 -4.78
H -0.75 -1.56 -4.63
Cl 1.37 -1.02 -1.16
H -0.43 -1.92 0.37
P 0.13 -1.64 2.47
C -0.72 -3.12 3.21
C 1.91 -2.10 2.79
C -0.34 -0.38 3.80
C -1.05 -4.10 2.08
H -1.66 -2.70 3.61
C 0.04 -3.80 4.36
H 0.88 -4.39 4.00
H -0.65 -4.49 4.87
H 0.40 -3.10 5.13
H -1.85 -3.71 1.45
H -1.37 -5.06 2.51
H -0.17 -4.29 1.44
H -1.43 -0.40 3.73
C 0.13 1.02 3.35
C 0.04 -0.65 5.26
H -0.53 -1.47 5.69
H -0.21 0.25 5.85
H 1.12 -0.83 5.39
H 0.84 0.99 2.50
H 0.63 1.55 4.18
H -0.73 1.64 3.02
C 2.32 -3.17 1.76
H 1.99 -2.49 3.81
C 2.80 -0.88 2.66
H 2.00 -4.18 2.05
H 3.42 -3.17 1.67
H 1.92 -2.94 0.76
H 2.62 -0.42 1.67
H 3.85 -1.19 2.70
H 2.63 -0.13 3.43
C 3.81 1.67 -2.15
C 2.71 2.69 -2.17
C 2.27 3.24 -0.78
C 3.34 4.00 0.03
C 4.53 3.21 0.56
C 1.06 4.16 -1.09
O 0.97 4.88 -2.07
N 0.08 4.14 -0.08
C -0.41 2.91 0.39
O -1.44 2.86 1.06
N 0.35 1.82 0.05
C 1.71 2.07 0.03
O 2.49 1.25 0.54
H 4.79 2.12 -2.03
H 3.83 1.16 -3.12
H 3.64 0.92 -1.37
H 2.93 3.55 -2.82
H 1.79 2.23 -2.59
H 3.72 4.80 -0.61
H 2.84 4.49 0.88
H 5.00 2.64 -0.25
H 5.27 3.89 1.00
H 4.18 2.51 1.33
H -0.62 4.88 -0.12
*
```

***

5.
Molecular formula: C26H54F10N2NbO2
Method: DFT, ωB97M-V/def2-TZVPD

Properties
Total energy = -63632.84772 eV

```
! RIJCOSX wB97M-V def2-TZVPD def2/J DEFGRID3
* xyz -1 1
C -7.18 2.76 -3.17
C -6.53 4.14 -3.33
C -5.48 4.19 -4.43
C -4.31 3.21 -4.29
C -3.11 3.80 -3.54
C -1.91 2.86 -3.53
C -0.53 3.49 -3.27
C -0.41 4.63 -2.26
C -0.40 4.22 -0.78
C 0.51 3.05 -0.44
C 1.01 3.04 1.01
C 0.61 1.78 1.79
Nb 2.08 0.10 1.56
C 2.06 -0.38 3.79
C 1.13 -1.47 4.30
F 0.23 -0.93 5.26
C 3.43 -1.75 1.01
F 4.76 -1.33 1.19
F 3.31 -2.12 -0.35
C 3.48 -3.15 1.67
F 4.57 -3.88 1.25
F 3.56 -2.99 3.06
C 2.25 -4.07 1.38
F 2.43 -4.77 0.21
F 1.11 -3.34 1.29
C 2.00 -5.13 2.49
F 1.01 -5.99 2.11
F 1.62 -4.52 3.68
F 3.15 -5.84 2.76
H -8.19 2.85 -2.79
H -7.24 2.25 -4.13
H -6.63 2.12 -2.49
H -7.31 4.86 -3.56
H -6.08 4.47 -2.39
H -6.00 4.01 -5.38
H -5.07 5.20 -4.49
H -3.97 2.92 -5.28
H -4.64 2.30 -3.78
H -2.84 4.73 -4.04
H -3.40 4.05 -2.52
H -2.09 2.04 -2.84
H -1.88 2.40 -4.52
H 0.16 2.71 -2.96
H -0.17 3.83 -4.25
H -1.18 5.37 -2.45
H 0.55 5.13 -2.44
H -0.06 5.09 -0.21
H -1.41 4.00 -0.42
H -0.01 2.11 -0.62
H 1.36 3.05 -1.13
H 0.61 3.92 1.53
H 2.09 3.16 1.01
H -0.40 1.51 1.49
H 0.56 2.02 2.86
H 3.54 1.23 1.58
H 2.08 0.48 -0.24
H 0.60 -0.88 1.06
H 1.78 0.54 4.30
H 3.08 -0.60 4.11
H 1.67 -2.27 4.81
H 0.49 -1.91 3.54
C 5.61 -8.54 -0.72
C 7.10 -8.55 -1.00
C 7.88 -7.44 -0.28
O 7.74 -6.16 -0.84
C 6.59 -5.43 -0.43
N 7.33 -8.55 -2.44
H 5.11 -7.74 -1.26
H 5.16 -9.48 -1.05
H 5.40 -8.41 0.34
H 7.51 -9.49 -0.61
H 8.94 -7.67 -0.34
H 7.60 -7.41 0.79
H 6.35 -5.64 0.61
H 5.71 -5.66 -1.05
H 6.81 -4.37 -0.53
H 8.32 -8.67 -2.64
H 7.10 -7.62 -2.79
C -5.47 2.63 3.72
C -5.76 2.74 2.23
C -4.50 2.68 1.35
O -3.73 3.86 1.34
C -2.83 3.96 2.42
N -6.57 3.94 1.99
H -5.06 3.56 4.11
H -6.40 2.43 4.26
H -4.77 1.83 3.93
H -6.36 1.88 1.94
H -4.80 2.52 0.32
H -3.87 1.83 1.65
H -2.46 2.98 2.71
H -3.28 4.45 3.29
H -1.98 4.56 2.09
H -6.87 3.96 1.02
H -5.97 4.75 2.09
*
```

***

Q: total energy of number 1 (C26H53IN3O10)?
A: -60853.83637 eV